C22H23N3O7Ti as an isolated structure in a non-equilibrium geometry, computed with ωB97M-V/def2-TZVPD.

energy relative to the best compared isomer or geometry (same formula, charge and spin) = 0.0 kcal per mole
charge = 0
gap between HOMO and LUMO = 7.9 eV

Last column: Löwdin charge in e.
Atoms and positions in Å:
Ti  0.147  0.725  0.564  1.26
O  1.387  -2.661  -0.827  -0.08
C  2.268  -2.688  0.323  -0.20
C  3.085  -1.391  0.576  -0.12
N  2.389  -0.261  1.274  -0.16
C  2.048  -0.583  2.642  -0.13
C  1.113  0.434  3.294  -0.55
O  1.104  0.560  4.499  0.09
O  0.406  1.210  2.462  -0.14
C  3.247  0.942  1.293  -0.08
C  2.702  2.189  0.683  -0.56
O  3.320  3.223  0.750  0.11
O  1.520  2.009  0.126  -0.13
H  0.868  -1.864  -0.711  0.01
H  2.944  -3.565  0.199  0.13
H  1.712  -2.945  1.232  0.10
H  3.468  -0.961  -0.392  0.15
H  3.998  -1.554  1.118  0.11
H  2.923  -0.714  3.316  0.15
H  1.500  -1.551  2.701  0.13
H  4.214  0.755  0.832  0.14
H  3.525  1.166  2.299  0.13
O  -0.320  -1.159  0.931  -0.20
C  -1.449  -1.886  0.821  -0.26
C  -1.394  -3.266  0.505  0.02
C  -2.580  -3.926  0.264  -0.07
C  -3.844  -3.352  0.395  -0.07
C  -3.894  -2.030  0.822  -0.04
C  -2.717  -1.314  0.982  -0.14
C  -2.877  0.107  1.283  -0.04
N  -1.974  0.988  1.300  -0.05
C  -2.278  2.361  1.531  -0.19
C  -1.301  3.194  0.721  -0.16
N  -0.854  2.333  -0.349  -0.07
C  -0.756  2.664  -1.564  -0.06
C  -0.235  1.842  -2.592  -0.14
C  -0.317  2.364  -3.905  -0.02
C  0.114  1.589  -4.947  -0.11
C  0.498  0.278  -4.752  -0.07
C  0.516  -0.305  -3.488  0.03
C  0.193  0.521  -2.392  -0.28
O  0.175  -0.080  -1.214  -0.17
H  -0.465  -3.706  0.196  0.10
H  -2.625  -4.951  -0.077  0.11
H  -4.804  -3.776  0.176  0.10
H  -4.754  -1.411  0.923  0.10
H  -3.917  0.437  1.541  0.15
H  -2.089  2.545  2.621  0.15
H  -3.324  2.632  1.215  0.14
H  -0.411  3.475  1.274  0.12
H  -1.816  4.141  0.363  0.15
H  -1.138  3.618  -1.894  0.14
H  -0.878  3.327  -4.034  0.13
H  0.052  1.868  -5.998  0.11
H  0.799  -0.273  -5.636  0.11
H  0.775  -1.322  -3.273  0.11

One molecule with the formula C22H23N5O2S in a non-equilibrium geometry, computed with ωB97M-V/def2-TZVPD.

energy relative to the best compared isomer or geometry (same formula, charge and spin) = 14.1 kcal per mole
charge = 0
gap between HOMO and LUMO = 9.0 eV
SMILES = O=C(NC1CCCCC1)[C@@H](c1ccccn1)N(C(=O)c1csnn1)c1ccccc1

Last column: Löwdin charge in e.
Atoms and positions in Å:
O  0.775  1.015  -1.162  0.07
C  -0.133  0.210  -1.136  -0.43
N  -0.469  -0.693  -2.054  0.13
C  0.218  -1.097  -3.281  -0.28
C  0.306  0.020  -4.332  -0.14
C  1.491  0.964  -4.149  -0.20
C  2.792  0.175  -4.059  -0.20
C  2.723  -0.759  -2.858  -0.22
C  1.581  -1.757  -3.024  -0.14
C  -1.151  0.258  0.059  -0.12
C  -1.620  -1.080  0.582  -0.24
C  -1.629  -1.382  1.942  -0.02
C  -2.105  -2.616  2.347  -0.05
C  -2.566  -3.511  1.392  -0.06
C  -2.535  -3.115  0.068  -0.12
N  -2.090  -1.933  -0.324  0.09
N  -0.614  1.111  1.096  0.03
C  0.617  0.934  1.647  -0.40
O  1.058  1.647  2.530  0.09
C  1.441  -0.209  1.166  -0.28
C  2.818  -0.190  1.236  -0.29
S  3.406  -1.657  0.621  1.03
N  1.864  -2.200  0.338  -0.30
N  0.980  -1.367  0.656  -0.03
C  -1.403  2.219  1.500  -0.19
C  -0.851  3.491  1.580  0.00
C  -1.639  4.558  1.971  -0.07
C  -2.976  4.369  2.275  -0.09
C  -3.528  3.102  2.187  -0.08
C  -2.747  2.027  1.803  -0.02
H  -1.207  -1.329  -1.739  0.09
H  -0.444  -1.869  -3.692  0.14
H  0.393  -0.462  -5.309  0.11
H  -0.627  0.586  -4.321  0.12
H  1.525  1.660  -4.990  0.11
H  1.365  1.539  -3.233  0.09
H  2.942  -0.406  -4.974  0.11
H  3.635  0.860  -3.951  0.11
H  3.661  -1.307  -2.741  0.10
H  2.562  -0.157  -1.964  0.08
H  1.803  -2.403  -3.878  0.12
H  1.502  -2.389  -2.136  0.09
H  -2.024  0.774  -0.365  0.17
H  -1.265  -0.673  2.668  0.12
H  -2.117  -2.875  3.395  0.11
H  -2.940  -4.483  1.671  0.10
H  -2.887  -3.762  -0.725  0.11
H  3.447  0.597  1.595  0.08
H  0.188  3.636  1.336  0.12
H  -1.205  5.545  2.033  0.10
H  -3.588  5.205  2.580  0.10
H  -4.570  2.946  2.423  0.10
H  -3.180  1.038  1.748  0.11

One molecule with the formula C22H23NO6 in a non-equilibrium geometry, computed with ωB97M-V/def2-TZVPD.

energy relative to the best compared isomer or geometry (same formula, charge and spin) = 66.0 kcal per mole
charge = 0
gap between HOMO and LUMO = 8.3 eV
SMILES = CCOc1ccc(/C(O)=C2/C(=O)C(=O)N(C[C@H]3CCCO3)[C@@H]2c2ccco2)cc1

Last column: Löwdin charge in e.
Atoms and positions in Å:
C  6.239  0.804  1.534  -0.06
C  5.457  1.471  0.406  -0.24
O  5.054  0.552  -0.592  -0.04
C  3.990  -0.256  -0.386  -0.26
C  3.157  -0.241  0.732  0.00
C  2.068  -1.087  0.799  -0.01
C  1.787  -1.979  -0.231  -0.15
C  0.611  -2.852  -0.225  -0.19
O  0.793  -4.051  -0.757  0.13
C  -0.633  -2.472  0.210  -0.03
C  -1.777  -3.309  -0.026  -0.23
O  -1.760  -4.460  -0.456  0.09
C  -3.003  -2.476  0.296  -0.36
O  -4.169  -2.797  0.241  0.11
N  -2.541  -1.263  0.684  0.01
C  -3.432  -0.190  1.040  -0.06
C  -4.077  0.460  -0.203  -0.29
C  -5.124  1.510  0.187  -0.12
C  -4.298  2.794  0.214  -0.15
C  -3.307  2.539  -0.920  -0.19
O  -3.099  1.138  -0.976  -0.10
C  -1.093  -1.131  0.719  -0.15
C  -0.580  0.004  -0.113  -0.26
C  -0.136  1.244  0.244  -0.03
C  0.262  1.877  -0.957  -0.06
C  0.030  0.971  -1.945  -0.10
O  -0.472  -0.162  -1.442  0.07
C  2.650  -2.024  -1.329  0.01
C  3.723  -1.171  -1.411  0.02
H  5.627  0.072  2.054  0.07
H  7.109  0.294  1.126  0.08
H  6.572  1.556  2.244  0.08
H  6.103  2.178  -0.123  0.12
H  4.593  2.021  0.797  0.12
H  3.341  0.429  1.557  0.11
H  1.454  -1.078  1.685  0.12
H  -0.085  -4.525  -0.783  0.10
H  -4.232  -0.613  1.657  0.14
H  -2.871  0.555  1.607  0.14
H  -4.499  -0.345  -0.814  0.15
H  -5.891  1.573  -0.586  0.12
H  -5.600  1.285  1.137  0.12
H  -3.774  2.892  1.166  0.11
H  -4.893  3.688  0.047  0.11
H  -3.720  2.875  -1.881  0.12
H  -2.339  3.025  -0.767  0.11
H  -0.791  -0.951  1.763  0.16
H  -0.098  1.655  1.233  0.12
H  0.664  2.864  -1.065  0.10
H  0.177  1.017  -3.005  0.13
H  2.449  -2.725  -2.124  0.12
H  4.382  -1.184  -2.265  0.12

C22H24AsClI2O2PW as an isolated structure in a non-equilibrium geometry, computed with ωB97M-V/def2-TZVPD.

spin multiplicity = 3
expectation value of S² = 2.42
charge = +3
gap between HOMO and LUMO (spin up / spin down) = 2.4 / 3.9 eV

Last column: Löwdin charge in e.
Atoms and positions in Å:
I  2.642  2.318  -3.996  0.70
I  2.262  -1.937  -4.136  0.87
W  0.831  0.790  -3.031  0.48
P  -0.845  0.117  -4.423  0.59
C  0.516  0.031  -5.694  -0.39
C  -1.814  -1.337  -4.804  -0.19
H  -2.606  1.692  -4.258  0.06
H  -2.324  1.301  -5.974  0.09
H  -1.255  2.437  -5.133  0.07
C  -1.838  1.520  -5.014  -0.21
H  -2.578  -1.432  -4.023  0.08
H  -2.324  -1.256  -5.783  0.10
H  0.291  -0.067  -6.741  0.08
H  1.190  -0.938  -5.438  -0.21
H  -1.189  -2.240  -4.844  0.07
H  1.139  0.961  -5.691  -0.05
C  2.316  0.086  -1.619  -0.37
O  3.399  -0.012  -1.220  0.12
Cl  -0.966  1.420  -1.782  0.22
O  0.705  -0.436  0.151  -0.50
As  0.199  -0.125  1.756  1.35
C  -1.773  -0.519  1.766  -0.31
C  -2.260  -1.689  1.164  -0.11
C  -3.598  -2.035  1.330  -0.06
C  -4.431  -1.172  2.032  -0.05
C  -3.986  0.059  2.534  -0.04
C  -2.642  0.399  2.359  -0.10
C  1.475  -1.497  2.528  -0.25
C  0.876  -2.428  3.382  -0.08
C  1.662  -3.449  3.965  0.01
C  3.016  -3.564  3.549  0.00
C  3.548  -2.719  2.578  -0.04
C  2.783  -1.681  2.049  -0.06
C  0.738  1.822  2.142  -0.27
C  0.148  2.890  1.441  -0.12
C  0.510  4.205  1.737  -0.06
C  1.440  4.448  2.746  -0.03
C  2.136  3.370  3.384  -0.02
C  1.788  2.050  3.027  -0.10
H  -1.561  -2.309  0.602  0.11
H  -3.969  -2.993  0.916  0.13
H  -5.462  -1.464  2.207  0.12
H  -4.661  0.751  3.082  0.14
H  -2.238  1.356  2.733  0.11
H  -0.185  -2.350  3.640  0.11
H  1.244  -4.109  4.738  0.14
H  3.630  -4.359  3.972  0.13
H  4.588  -2.824  2.231  0.13
H  3.157  -1.000  1.302  0.09
H  -0.602  2.682  0.703  0.05
H  0.017  5.027  1.191  0.13
H  1.681  5.459  3.024  0.12
H  2.878  3.555  4.164  0.12
H  2.305  1.198  3.481  0.10

- What is the charge in the second record?
  0